1.
# C6H10O

One molecule with the formula C6H10O (ωB97M-V/def2-TZVPD, OMol25).

The value obtained for the highest occupied orbital energy is -9.1 eV. The energy relative to the best compared isomer or geometry (same formula, charge and spin) is 50.8 kJ/mol. The LUMO energy is 0.035 Eh. As for the multiplicity: 1.

CARTESIAN COORDINATES (ANGSTROEM)
C -1.7547 -1.3975 -0.1049
C -0.6941 -0.3269 -0.1427
C -0.7969 0.9853 -0.4055
C 0.5209 1.7430 -0.3917
C 1.5434 0.5875 -0.1328
C 0.7426 -0.7324 0.0937
O 0.9423 -1.3417 1.3677
H -1.6144 -2.0721 0.7507
H -1.6733 -2.0275 -1.0021
H -2.7729 -0.9987 -0.0710
H -1.7471 1.4846 -0.5715
H 0.5737 2.5807 0.3788
H 0.7175 2.5177 -1.1335
H 2.3303 0.4119 -0.8784
H 2.0323 0.8528 0.7998
H 1.0385 -1.5356 -0.5973
H 0.6120 -0.7310 2.0406

Mulliken atomic charge list, values in e, 2 entries: C -1.2942; C 0.1833


2.
# C6H10O

One molecule with the formula C6H10O (ωB97M-V/def2-TZVPD, OMol25).

The value obtained for the highest occupied orbital energy is -8.3 eV. The energy relative to the best compared isomer or geometry (same formula, charge and spin) is 219.2 kJ/mol. The LUMO energy is 0.040 Eh. As for the multiplicity: 1.

CARTESIAN COORDINATES (ANGSTROEM)
C 1.6155 -0.9878 0.5771
C 0.4920 -0.4011 -0.3425
C -0.5234 -1.4982 -0.6212
C -1.7201 -1.0803 -0.2807
O -1.8678 0.1234 0.3275
C -0.2196 0.7606 0.4268
C -0.3261 2.1450 -0.1785
H 2.6218 -0.4864 0.2469
H 1.7325 -2.0591 0.4023
H 1.3018 -0.7705 1.5350
H 1.0968 -0.0132 -1.2953
H -0.2423 -2.3540 -1.0866
H -2.5597 -1.6713 -0.0346
H -0.1224 0.7991 1.4600
H -0.5038 2.9462 0.5822
H -1.3045 2.1379 -0.7906
H 0.5293 2.4098 -0.9280

Mulliken atomic charge list, values in e, 2 entries: C -1.2208; C 0.6322


3.
# C6H10O

One molecule with the formula C6H10O (ωB97M-V/def2-TZVPD, OMol25).

The value obtained for the highest occupied orbital energy is -8.5 eV. The energy relative to the best compared isomer or geometry (same formula, charge and spin) is 444.6 kJ/mol. The LUMO energy is 0.010 Eh. As for the multiplicity: 1.

CARTESIAN COORDINATES (ANGSTROEM)
C 2.5949 -0.2851 0.0241
C 1.2474 -0.3784 0.6303
C -1.2303 -0.6348 -0.9363
C -1.5735 0.5621 -0.0953
C -2.3298 -0.7106 0.0894
O -0.7695 0.9596 0.9817
C 0.6100 0.9396 0.7346
H 3.0250 0.7130 -0.1654
H 2.4491 -0.7784 -0.9529
H 3.3114 -0.9273 0.5465
H -0.3216 -1.1846 -0.7072
H -1.5016 -0.6023 -1.9880
H -2.0651 1.3967 -0.5962
H -3.3610 -0.7910 -0.2385
H -2.0831 -1.2338 1.0086
H 0.9040 1.6964 -0.0196
H 1.0937 1.2590 1.6842

Mulliken atomic charge list, values in e, 2 entries: C -0.8548; C -0.2478


4.
# C6H10O

C6H10O as an isolated structure (ωB97M-V/def2-TZVPD, OMol25).

The value obtained for the highest occupied orbital energy is -7.1 eV. The energy relative to the best compared isomer or geometry (same formula, charge and spin) is 300.6 kJ/mol. The LUMO energy is 0.031 Eh. As for the multiplicity: 1.

CARTESIAN COORDINATES (ANGSTROEM)
C 2.1973 -0.0438 -0.0796
C 0.7178 -0.1475 -0.0210
C -0.0022 -0.9718 0.7899
C -1.4380 -0.8986 0.4872
C -1.6312 0.2235 -0.5163
C -0.2370 0.8881 -0.5861
O -0.1798 2.0533 0.2404
H 2.5205 0.8618 0.4438
H 2.5812 0.0156 -1.1063
H 2.6662 -0.9085 0.4032
H 0.3605 -1.7442 1.4600
H -2.2432 -1.4704 0.9435
H -0.5813 -1.6120 -0.2170
H -1.8987 -0.2425 -1.4716
H -2.3933 0.9862 -0.3059
H -0.0078 1.2520 -1.5934
H -0.4308 1.7588 1.1291

Mulliken atomic charge list, values in e, 2 entries: C -1.3475; C 0.3467


5.
# C6H10O

C6H10O as an isolated structure (ωB97M-V/def2-TZVPD, OMol25).

The value obtained for the highest occupied orbital energy is -7.2 eV. The energy relative to the best compared isomer or geometry (same formula, charge and spin) is 480.4 kJ/mol. The LUMO energy is 0.029 Eh. As for the multiplicity: 1.

CARTESIAN COORDINATES (ANGSTROEM)
C -1.9582 -0.3642 -0.9172
O -1.2545 -0.7191 0.2810
C -0.1960 0.0153 0.6063
C 1.4231 -0.3362 -0.5838
C 0.3234 -0.3389 1.9674
C 0.3497 0.9949 -0.2211
C 0.3140 2.1951 -0.7449
H -1.3384 -0.5976 -1.7881
H -2.8590 -0.9778 -0.9163
H -2.2001 0.6984 -0.9210
H 1.0915 -1.3794 -0.6102
H 2.3204 -0.2576 0.0301
H 1.6183 -0.0279 -1.6101
H 1.2940 0.1237 2.1457
H 0.3887 -1.4228 2.1045
H -0.3869 0.0497 2.7060
H 1.0701 2.3444 -1.5284

Mulliken atomic charge list, values in e, 2 entries: C -0.7179; O -0.3345


6.
# C6H10O

A 2-piece molecular cluster, C6H10O overall (ωB97M-V/def2-TZVPD, OMol25).

The value obtained for the highest occupied orbital energy is -8.1 eV. The energy relative to the best compared isomer or geometry (same formula, charge and spin) is 564.0 kJ/mol. The LUMO energy is 0.034 Eh. As for the multiplicity: 1.

CARTESIAN COORDINATES (ANGSTROEM)
C -1.3991 1.9160 1.1070
C -0.9125 1.1753 2.0946
C 0.5220 1.0110 -0.9680
C 0.7534 -0.2266 -1.7213
C 1.3419 -1.4581 -1.0172
C 0.0069 -1.5446 -0.2842
O -0.5415 -0.3675 -0.9834
H -1.9097 1.4732 0.2591
H -1.2700 2.9961 1.0689
H -0.3641 1.6091 2.9254
H -1.0311 0.0918 2.1144
H 0.9986 0.9024 0.0234
H 0.6466 -0.2373 -2.8071
H 1.5523 -2.3079 -1.6690
H 2.2101 -1.2374 -0.3925
H -0.6070 -2.4112 -0.5466
H 0.0032 -1.3842 0.7964

Mulliken atomic charge list, values in e, 2 entries: C -0.4374; C -0.4717


7.
# C6H10O

One molecule with the formula C6H10O (ωB97M-V/def2-TZVPD, OMol25).

The value obtained for the highest occupied orbital energy is -9.9 eV. The energy relative to the best compared isomer or geometry (same formula, charge and spin) is 167.3 kJ/mol. The LUMO energy is 0.037 Eh. As for the multiplicity: 1.

CARTESIAN COORDINATES (ANGSTROEM)
C -1.9404 -0.4159 -0.2388
C -1.0807 0.8245 -0.3711
C -0.2784 1.3802 0.7704
C 0.4563 0.6571 -0.3023
C 0.9532 -0.6674 0.2254
C 2.3069 -1.0595 -0.3647
O 3.0195 -0.3436 -1.0319
H -3.0005 -0.1562 -0.1527
H -1.6765 -0.9958 0.6511
H -1.8262 -1.0611 -1.1199
H -1.5290 1.5551 -1.0610
H -0.1928 2.4695 0.7685
H -0.1249 0.7302 1.7148
H 1.1790 1.2084 -0.9068
H 0.2771 -1.5187 0.0766
H 0.8264 -0.5196 1.4273
H 2.6160 -2.1046 -0.1753

Mulliken atomic charge list, values in e, 2 entries: C -1.4400; C 0.1272


8.
# C6H10O

One molecule with the formula C6H10O (ωB97M-V/def2-TZVPD, OMol25).

The value obtained for the highest occupied orbital energy is -7.4 eV. The energy relative to the best compared isomer or geometry (same formula, charge and spin) is 281.3 kJ/mol. The LUMO energy is 0.034 Eh. As for the multiplicity: 1.

CARTESIAN COORDINATES (ANGSTROEM)
C 2.0424 0.3239 -0.2915
C 0.7581 -0.4367 -0.1414
C 0.0362 -0.5046 1.2228
C -1.2685 -0.2353 0.4897
O -1.8964 -1.3966 0.0039
C -1.2718 1.1201 -0.1076
C -0.4283 0.1706 -0.8462
H 2.8433 -0.1506 0.2748
H 1.9043 1.3514 0.0662
H 2.3216 0.3680 -1.3507
H 0.8521 -1.4719 -0.4987
H 0.3558 0.2840 1.9179
H 0.0758 -1.4640 1.7396
H -2.6960 -1.1475 -0.4567
H -2.1690 1.4491 -0.6170
H -0.7521 1.8953 0.4491
H -0.7074 -0.1552 -1.8542

Mulliken atomic charge list, values in e, 2 entries: C -1.3825; C 0.4414


9.
# C6H10O

One molecule with the formula C6H10O (ωB97M-V/def2-TZVPD, OMol25).

The value obtained for the highest occupied orbital energy is -9.2 eV. The energy relative to the best compared isomer or geometry (same formula, charge and spin) is 126.8 kJ/mol. The LUMO energy is 0.036 Eh. As for the multiplicity: 1.

CARTESIAN COORDINATES (ANGSTROEM)
C 1.9957 0.5273 -0.1895
C 0.8947 -0.5208 -0.2186
C 0.0242 -0.7363 1.0626
C -1.2176 -0.3660 0.2550
O -2.4126 -1.0564 0.3940
C -1.0839 1.0006 -0.3247
C -0.3781 -0.1636 -0.9861
H 2.8077 0.2383 0.4856
H 1.6122 1.4981 0.1462
H 2.4196 0.6673 -1.1908
H 1.2981 -1.4790 -0.5648
H 0.2601 -0.1118 1.9345
H -0.0081 -1.7866 1.3659
H -3.1274 -0.4240 0.5350
H -1.9303 1.3722 -0.9035
H -0.5337 1.7772 0.2074
H -0.6208 -0.4365 -2.0082

Mulliken atomic charge list, values in e, 2 entries: C -1.3377; C 0.2033


10.
# C6H10O

C6H10O as an isolated structure (ωB97M-V/def2-TZVPD, OMol25).

The value obtained for the highest occupied orbital energy is -8.3 eV. The energy relative to the best compared isomer or geometry (same formula, charge and spin) is 508.1 kJ/mol. The LUMO energy is -0.001 Eh. As for the multiplicity: 1.

CARTESIAN COORDINATES (ANGSTROEM)
C 0.4232 -0.9352 -1.2399
C -0.0447 -2.1789 -1.2726
C -1.4694 0.1211 0.0148
C -0.2647 0.2013 -0.6009
C 0.4835 1.4382 -0.6651
C 0.5241 2.2464 0.4436
H 1.1848 -0.6239 -1.9480
H 0.5103 -2.9770 -1.7291
H -1.0075 -2.4150 -0.8428
H -2.0146 1.0521 -0.0444
H -2.0552 -0.7612 -0.2388
H -0.2651 2.4742 -0.5166
H 1.1124 3.1522 0.4534
H 0.2077 1.8511 1.4096
H 0.1184 -1.1440 3.0026
H -0.2557 -0.2757 1.8150
O 0.5164 -0.6252 2.2916

Mulliken atomic charge list, values in e, 2 entries: C -0.3237; C -0.7560


11.
# C6H10O

One molecule with the formula C6H10O (ωB97M-V/def2-TZVPD, OMol25).

The value obtained for the highest occupied orbital energy is -9.0 eV. The energy relative to the best compared isomer or geometry (same formula, charge and spin) is 78.4 kJ/mol. The LUMO energy is 0.034 Eh. As for the multiplicity: 1.

CARTESIAN COORDINATES (ANGSTROEM)
C 2.2422 0.0432 -0.0326
C 0.7568 -0.1738 -0.0619
C 0.0586 -1.1838 0.4721
C -1.4145 -0.8851 0.3706
C -1.4710 -0.0076 -0.8890
C -0.2663 0.8632 -0.5096
O -0.7961 1.6228 0.6532
H 2.4829 0.9773 0.4898
H 2.6979 0.1156 -1.0295
H 2.7463 -0.7713 0.4994
H 0.4698 -2.0126 1.0445
H -1.5664 -0.0737 1.1136
H -2.1073 -1.7210 0.4758
H -1.3464 -0.5789 -1.8193
H -2.3727 0.6091 -0.9442
H 0.0754 1.6042 -1.2369
H -0.1894 1.5722 1.4041

Mulliken atomic charge list, values in e, 2 entries: C -1.2255; C 0.2242


12.
# C6H10O

One molecule with the formula C6H10O (ωB97M-V/def2-TZVPD, OMol25).

The value obtained for the highest occupied orbital energy is -9.0 eV. The energy relative to the best compared isomer or geometry (same formula, charge and spin) is 129.0 kJ/mol. The LUMO energy is 0.034 Eh. As for the multiplicity: 1.

CARTESIAN COORDINATES (ANGSTROEM)
C -0.2349 2.0661 -0.8813
C 0.1219 0.8110 -1.1444
C 0.1295 -0.3588 -0.2112
C 0.1184 -1.6955 -0.9325
C 0.9512 -0.2096 1.0654
C -0.5424 -0.3274 1.1327
O -1.3646 0.7408 1.4937
H -0.6427 2.3506 0.0829
H -0.1413 2.8367 -1.6415
H 0.5090 0.5712 -2.1385
H -0.8637 -1.8828 -1.3849
H 0.3420 -2.5258 -0.2529
H 0.8611 -1.6983 -1.7394
H 1.3892 0.7745 1.2162
H 1.5588 -1.0357 1.4282
H -0.9270 -1.2952 1.4621
H -1.2644 0.8783 2.4452

Mulliken atomic charge list, values in e, 2 entries: C -0.8436; C -0.5328


E_tot: -309.823014 -309.758869 -309.673037 -309.727872 -309.659378 -309.627558 -309.778657 -309.735244 -309.794077 -309.648860 -309.812513 -309.793227 (Eh)
Maximum force: 1.83 5.03 0.38 3.49 0.47 0.32 3.20 2.79 0.31 2.23 1.52 0.32 (eV Å⁻¹)